(1)
{
  "formula": "C3H10NO",
  "method": "ωB97M-V/def2-TZVPD",
  "lumo_energy_ev": 4.22,
  "multiplicity": 1,
  "total_charge": -1,
  "e_above_lowest_kcal_mol": 39.6,
  "gap_ev": 6.77,
  "e_homo_ev": -2.55,
  "species": ["C", "O", "H", "H", "H", "C", "N", "C", "H", "H", "H", "H", "H", "H", "H"],
  "coordinates": [[-2.595, 0.264, 0.039], [-1.549, 0.434, 0.799], [-3.329, -0.655, 0.164], [-2.522, 0.352, -1.089], [-3.419, 1.173, 0.320], [0.931, -0.129, -1.369], [1.020, -0.487, 0.064], [2.296, -0.157, 0.659], [1.767, -0.681, -1.884], [0.974, 0.929, -1.472], [0.009, -0.488, -1.818], [0.076, -0.208, 0.500], [3.134, -0.078, -0.013], [2.190, 0.722, 1.400], [2.567, -1.032, 1.322]]
}



(2)
{
  "formula": "C3H10NO",
  "method": "ωB97M-V/def2-TZVPD",
  "lumo_energy_ev": 3.68,
  "multiplicity": 1,
  "total_charge": -1,
  "e_above_lowest_kcal_mol": 52.3,
  "gap_ev": 5.65,
  "e_homo_ev": -1.97,
  "species": ["C", "O", "H", "H", "H", "C", "N", "C", "H", "H", "H", "H", "H", "H", "H"],
  "coordinates": [[-1.261, -2.105, -1.375], [-1.434, -3.167, -0.552], [-1.891, -1.130, -1.229], [-1.549, -2.295, -2.524], [-0.235, -1.646, -1.304], [1.147, 0.098, 0.092], [1.301, 1.229, 1.048], [0.023, 1.953, 1.123], [0.848, 0.548, -0.744], [0.238, -0.548, 0.331], [2.127, -0.298, -0.257], [1.642, 0.821, 1.945], [-0.800, 1.362, 1.385], [0.054, 2.744, 1.918], [-0.212, 2.435, 0.142]]
}



(3)
{
  "formula": "C3H10NO",
  "method": "ωB97M-V/def2-TZVPD",
  "lumo_energy_ev": 4.09,
  "multiplicity": 1,
  "total_charge": -1,
  "e_above_lowest_kcal_mol": 17.1,
  "gap_ev": 6.13,
  "e_homo_ev": -2.04,
  "species": ["C", "O", "C", "C", "H", "H", "H", "H", "H", "H", "H", "N", "H", "H", "H"],
  "coordinates": [[-0.086, -1.008, -0.614], [-0.485, -1.567, -1.764], [-0.796, 0.339, -0.410], [-0.553, 1.301, -1.588], [1.063, -0.772, -0.634], [-0.199, -1.680, 0.280], [-0.511, 0.751, 0.531], [-1.849, 0.201, -0.380], [-1.197, 2.189, -1.680], [-0.674, 0.682, -2.540], [0.464, 1.739, -1.565], [1.206, -0.327, 2.480], [0.631, -0.290, 3.319], [0.816, -1.026, 1.861], [2.170, -0.532, 2.704]]
}



(4)
{
  "formula": "C3H10NO",
  "method": "ωB97M-V/def2-TZVPD",
  "lumo_energy_ev": 4.55,
  "multiplicity": 1,
  "total_charge": -1,
  "e_above_lowest_kcal_mol": 11.1,
  "gap_ev": 7.18,
  "e_homo_ev": -2.63,
  "species": ["C", "O", "C", "H", "H", "H", "H", "H", "C", "N", "H", "H", "H", "H", "H"],
  "coordinates": [[0.191, 1.418, -0.935], [-0.746, 0.492, -0.632], [0.538, 2.335, 0.251], [-0.121, 2.084, -1.775], [1.158, 0.967, -1.281], [1.275, 3.109, -0.013], [0.941, 1.736, 1.068], [-0.385, 2.808, 0.602], [0.323, -2.481, 0.125], [-0.313, -1.623, 1.111], [-0.336, -3.262, -0.286], [1.210, -2.985, 0.527], [0.637, -1.859, -0.717], [-0.598, -0.751, 0.611], [-1.128, -2.072, 1.509]]
}